Computed, not measured: a 12-piece molecular cluster, C47H88Cl6NO17S5 overall at a distorted geometry, with ωB97M-V/def2-TZVPD.

CARTESIAN COORDINATES (ANGSTROEM)
C  -1.925  1.841  -0.687
C  -0.901  0.723  -0.617
C  0.422  1.294  -1.148
C  1.679  0.466  -0.917
C  1.849  0.344  0.581
C  0.541  -0.224  1.239
N  -0.662  0.397  0.769
O  -1.799  -0.119  1.372
C  0.701  0.061  2.730
C  0.627  -1.751  1.027
C  -1.380  -0.432  -1.521
H  -2.893  1.338  -0.543
H  -2.005  2.182  -1.747
H  -1.825  2.709  -0.051
H  0.590  2.355  -0.917
H  0.345  1.346  -2.262
H  2.465  1.075  -1.387
H  1.642  -0.511  -1.414
H  2.044  1.358  0.965
H  2.669  -0.354  0.782
H  0.429  1.082  3.020
H  1.685  -0.185  3.157
H  -0.011  -0.545  3.313
H  1.529  -2.193  1.492
H  0.674  -2.047  -0.028
H  -0.201  -2.318  1.469
H  -2.445  -0.346  -1.785
H  -1.213  -1.424  -1.118
H  -0.902  -0.386  -2.515
C  4.799  -5.772  -0.589
C  3.506  -4.997  -0.837
C  3.867  -3.668  -1.384
S  5.187  -4.021  -2.533
O  6.191  -3.003  -2.552
O  4.602  -4.413  -3.793
C  5.792  -5.490  -1.698
H  4.573  -6.831  -0.445
H  5.257  -5.487  0.365
H  2.882  -4.912  0.050
H  2.919  -5.555  -1.572
H  4.326  -3.041  -0.615
H  3.043  -3.104  -1.810
H  6.740  -5.216  -1.249
H  5.927  -6.263  -2.443
C  1.157  4.322  0.733
C  0.197  5.179  -0.050
C  -0.983  5.445  0.906
S  -0.265  5.516  2.561
O  -0.702  4.406  3.338
O  -0.346  6.827  3.125
C  1.414  5.081  2.016
H  2.082  4.061  0.215
H  0.671  3.373  1.004
H  -0.141  4.653  -0.939
H  0.645  6.158  -0.234
H  -1.754  4.679  1.002
H  -1.474  6.391  0.689
H  1.806  4.548  2.877
H  2.002  5.987  1.855
C  2.648  2.058  6.270
C  2.099  0.664  6.377
C  0.926  0.799  7.350
S  0.044  2.303  6.938
O  -0.212  3.078  8.100
O  -0.995  2.088  6.019
C  1.461  2.972  5.995
H  3.417  2.186  5.510
H  3.094  2.307  7.242
H  2.846  -0.029  6.767
H  1.771  0.252  5.415
H  1.369  0.964  8.340
H  0.239  -0.043  7.397
H  1.643  4.017  6.235
H  1.216  2.937  4.931
C  1.997  4.096  -3.255
C  1.509  4.819  -4.477
C  2.723  5.226  -5.239
S  3.994  5.581  -4.048
O  4.035  6.985  -3.836
O  5.153  4.810  -4.349
C  3.100  4.882  -2.622
H  2.358  3.084  -3.473
H  1.229  3.911  -2.498
H  0.876  5.669  -4.211
H  0.871  4.188  -5.096
H  2.646  6.016  -5.982
H  3.096  4.371  -5.814
H  2.761  5.809  -2.161
H  3.794  4.366  -1.974
C  -5.018  -3.211  -0.286
C  -5.186  -4.705  -0.459
C  -5.318  -5.232  0.914
S  -4.048  -4.379  1.844
O  -2.836  -5.146  1.880
O  -4.638  -3.944  3.075
C  -3.870  -3.003  0.713
H  -5.919  -2.711  0.096
H  -4.768  -2.713  -1.223
H  -4.256  -5.067  -0.922
H  -5.966  -4.940  -1.177
H  -5.253  -6.299  1.115
H  -6.271  -4.913  1.346
H  -2.969  -3.187  0.119
H  -3.752  -2.074  1.259
O  -2.993  -0.605  5.144
C  -2.256  -1.483  5.122
O  -1.401  -1.729  6.158
C  -0.517  -2.815  5.880
C  -0.703  -3.128  4.401
C  -2.131  -2.602  4.132
H  -0.728  -3.675  6.511
H  0.509  -2.462  6.001
H  -0.653  -4.188  4.145
H  -0.026  -2.610  3.724
H  -2.831  -3.379  4.428
H  -2.255  -2.289  3.100
O  -5.151  2.554  1.633
C  -5.666  1.569  2.029
O  -6.725  1.590  2.875
C  -6.974  0.301  3.393
C  -5.808  -0.589  2.945
C  -5.373  0.138  1.681
H  -7.935  -0.072  3.039
H  -6.997  0.329  4.480
H  -6.088  -1.627  2.769
H  -4.988  -0.557  3.666
H  -6.011  -0.163  0.834
H  -4.357  -0.101  1.351
O  1.415  -2.061  -7.017
C  1.738  -1.099  -6.461
O  1.635  -0.994  -5.142
C  2.028  0.295  -4.667
C  2.651  1.016  -5.857
C  2.369  0.136  -7.047
H  2.672  0.230  -3.804
H  1.110  0.814  -4.370
H  3.727  1.085  -5.646
H  2.388  2.069  -5.948
H  3.268  -0.192  -7.566
H  1.699  0.538  -7.803
Cl  4.758  1.818  -2.878
C  5.259  0.231  -2.281
C  5.603  0.443  -0.849
Cl  6.051  -1.079  -0.008
H  6.105  -0.184  -2.816
H  4.461  -0.511  -2.316
H  4.826  0.930  -0.267
H  6.484  1.079  -0.746
Cl  -1.594  -6.103  -5.144
C  -0.895  -4.500  -5.310
C  0.014  -4.133  -4.165
Cl  -0.874  -3.934  -2.627
H  -1.713  -3.792  -5.388
H  -0.337  -4.452  -6.242
H  0.528  -3.204  -4.395
H  0.783  -4.877  -4.004
Cl  -7.228  0.087  -1.362
C  -5.981  1.389  -1.638
C  -5.109  0.948  -2.767
Cl  -6.021  0.941  -4.303
H  -5.418  1.408  -0.714
H  -6.580  2.242  -1.905
H  -4.775  -0.064  -2.574
H  -4.274  1.643  -2.811

Calculated values
- charge = -1
- 2S+1 = 1
- DFT total energy (a.u.) = -7929.5239
- energy relative to the best compared isomer or geometry (same formula, charge and spin) (kJ/mol) = 0.0
- gap between HOMO and LUMO (eV) = 4.3

Löwdin atomic charge list, values in e, 99 entries:
1 C -0.03
2 C -0.51
3 C -0.16
4 C -0.19
5 C -0.14
6 C -0.51
7 N -0.22
8 O -0.25
9 C -0.04
10 C -0.05
11 C -0.03
12 H 0.06
13 H 0.09
14 H 0.07
15 H 0.08
16 H 0.09
17 H 0.07
18 H 0.11
19 H 0.11
20 H 0.10
21 H 0.09
22 H 0.08
23 H 0.06
24 H 0.08
25 H 0.06
26 H 0.06
27 H 0.06
28 H 0.03
29 H 0.07
30 C -0.22
31 C -0.23
32 C -0.25
33 S 0.64
34 O -0.35
35 O -0.32
36 C -0.21
37 H 0.12
38 H 0.12
39 H 0.12
40 H 0.12
41 H 0.06
42 H 0.11
43 H 0.10
44 H 0.10
45 C -0.26
46 C -0.22
47 C -0.20
48 S 0.64
49 O -0.29
50 O -0.32
51 C -0.21
52 H 0.11
53 H 0.11
54 H 0.10
55 H 0.12
56 H 0.10
57 H 0.10
58 H 0.09
59 H 0.11
60 C -0.24
61 C -0.23
62 C -0.22
63 S 0.63
64 O -0.31
65 O -0.27
66 C -0.21
67 H 0.11
68 H 0.12
69 H 0.11
70 H 0.10
71 H 0.10
72 H 0.09
73 H 0.10
74 H 0.08
75 C -0.25
76 C -0.22
77 C -0.24
78 S 0.64
79 O -0.31
80 O -0.33
81 C -0.23
82 H 0.08
83 H 0.09
84 H 0.13
85 H 0.12
86 H 0.11
87 H 0.10
88 H 0.10
89 H 0.08
90 C -0.22
91 C -0.24
92 C -0.24
93 S 0.65
94 O -0.31
95 O -0.32
96 C -0.20
97 H 0.11
98 H 0.11
99 H 0.13